Record 1
ORCA calculation (ωB97M-V/def2-TZVPD) on a cluster of 2 separate species, C17H23N5O5 in total.

Output
Calculated total energy   -1311.6371 a.u.
Energy relative to the best compared isomer or geometry (same formula, charge and spin)   27.12 kcal per mole
HOMO-LUMO gap   8.3 eV
E_LUMO   -0.001 Eh
Total charge   0
Max |F|   3.10 eV Å⁻¹
SMILES   CNC(=O)[C@H](CC(N)=O)NC(C)=O.CCOC(=O)c1ccc2n[nH]cc2c1

Geometry as XYZ:
```
50
C17H23N5O5 | OMol25 | ωB97M-V/def2-TZVPD
O 2.44 1.84 -0.26
O 2.25 -0.44 -0.07
O -4.72 -2.43 0.86
O -4.50 1.22 -2.58
O -4.42 1.92 1.94
N -2.85 -0.03 -3.23
N -3.34 0.66 0.42
N 8.51 0.09 -0.26
N 8.54 -1.26 -0.12
N -5.30 -0.77 2.26
C 5.04 -0.64 -0.09
C 0.83 -0.38 -0.26
C -2.13 2.43 1.55
C -4.85 -1.23 1.09
C -3.86 0.20 -2.44
C -3.41 1.65 1.31
C 5.24 1.76 -0.35
C 4.42 0.62 -0.21
C 6.64 1.64 -0.38
C 0.51 -0.38 -1.75
C 2.95 0.73 -0.18
C 7.23 0.38 -0.26
C -5.71 -1.61 3.38
C -4.18 -0.82 -1.36
C -4.48 -0.18 0.01
C 6.43 -0.75 -0.12
C 7.27 -1.81 -0.03
H 7.00 -2.86 0.08
H 0.37 -1.26 0.21
H -2.69 0.67 -3.95
H -6.14 -1.00 4.17
H -5.35 0.46 -0.11
H 4.45 -1.55 0.02
H -1.41 1.79 2.06
H -6.46 -2.34 3.04
H 0.94 -1.27 -2.23
H 9.41 -1.80 -0.09
H -4.85 -2.16 3.77
H 0.91 0.51 -2.23
H -2.36 3.29 2.17
H -0.58 -0.40 -1.89
H -5.32 0.24 2.38
H -1.72 2.76 0.60
H -3.34 -1.51 -1.25
H -5.04 -1.39 -1.68
H 0.40 0.50 0.22
H -2.47 0.53 -0.06
H 4.80 2.74 -0.45
H 7.27 2.52 -0.48
H -2.34 -0.89 -3.19
```

---

Record 2
ORCA calculation (ωB97M-V/def2-TZVPD) on an isolated molecule of C22H37N3O3.

Output
Calculated total energy   -1250.4487 a.u.
Energy relative to the best compared isomer or geometry (same formula, charge and spin)   50.58 kcal per mole
HOMO-LUMO gap   9.6 eV
E_LUMO   0.014 Eh
Total charge   0
Max |F|   0.19 eV Å⁻¹
SMILES   CCC(CC)(CC)C(=O)N1C[C@H]2ON=C(CNC(=O)C3CCCCCC3)[C@@H]2C1

Geometry as XYZ:
```
65
C22H37N3O3 | OMol25 | ωB97M-V/def2-TZVPD
O 0.94 -2.13 4.12
O 3.49 1.96 2.26
O -1.59 -0.82 0.69
N 2.55 0.03 1.70
N -1.80 -3.07 0.44
N 0.06 -3.00 3.42
C -6.16 0.26 -1.43
C 2.44 -0.25 3.16
C 3.85 0.58 -0.99
C 1.77 -1.60 3.10
C -5.88 -0.87 -0.43
C -4.17 -0.55 -2.86
C -2.20 -1.79 0.24
C -5.00 0.63 -2.35
C 3.10 1.23 1.36
C 1.71 -0.89 0.88
C 0.02 -2.66 2.18
C 4.19 1.02 -2.42
C 5.58 2.73 0.21
C -3.03 -0.94 -1.91
C 4.11 2.94 -0.14
C 0.81 -1.41 1.97
C 1.82 2.06 -0.65
C 0.92 2.77 0.36
C 3.23 1.68 -0.11
C -0.70 -3.59 1.25
C -4.49 -0.85 0.22
C -3.45 -1.61 -0.60
H -0.01 3.08 -0.12
H -3.72 -0.28 -3.82
H 5.68 2.31 1.21
H -6.46 1.16 -0.88
H 1.17 -0.36 0.11
H 0.05 -4.01 0.58
H 3.68 3.67 0.56
H -2.33 -1.61 -2.43
H 4.95 1.79 -2.44
H -4.81 -1.42 -3.06
H 1.97 2.71 -1.51
H 3.43 -0.24 3.61
H -2.46 -0.04 -1.66
H -4.32 1.32 -1.85
H 6.11 3.68 0.19
H 6.08 2.07 -0.50
H 3.31 1.40 -2.93
H -7.03 -0.02 -2.03
H 0.14 -0.59 2.24
H -4.55 -1.32 1.20
H -6.03 -1.83 -0.92
H -2.38 -3.78 0.02
H 1.30 1.18 -1.02
H 4.03 3.38 -1.14
H -3.87 -2.60 -0.84
H 2.52 -2.37 2.84
H 1.82 0.50 3.65
H -5.40 1.18 -3.20
H 3.17 -0.27 -1.06
H 4.56 0.17 -2.99
H 1.40 3.66 0.78
H -6.64 -0.82 0.35
H 4.76 0.20 -0.51
H 2.32 -1.68 0.42
H -1.08 -4.40 1.87
H 0.66 2.12 1.20
H -4.15 0.17 0.39
```

---

Record 3
ORCA calculation (ωB97M-V/def2-TZVPD) on an isolated molecule of C8H6N2O.

Output
Calculated total energy   -493.1212 a.u.
Energy relative to the best compared isomer or geometry (same formula, charge and spin)   64.43 kcal per mole
HOMO-LUMO gap   10.2 eV
E_LUMO   0.031 Eh
Total charge   0
Max |F|   7.87 eV Å⁻¹
SMILES   c1ccc(-c2ncco2)nc1

Geometry as XYZ:
```
17
C8H6N2O | OMol25 | ωB97M-V/def2-TZVPD
O -1.70 0.85 0.70
N -1.79 -0.91 -0.72
N 1.11 -1.17 0.34
C 2.47 1.16 -0.40
C 2.44 -1.13 0.34
C 3.11 0.01 0.02
C 0.49 -0.09 -0.03
C -3.06 -0.47 -0.40
C -3.05 0.50 0.44
C 1.12 1.15 -0.38
C -1.05 -0.11 -0.08
H -3.73 -1.05 -0.99
H -3.68 0.93 1.15
H 3.09 -2.03 0.74
H 3.02 1.92 -0.35
H 4.30 0.00 0.17
H 0.45 1.88 -0.70
```